1.
Here is a molecular structure, C44H55N8O4P2W at a distorted geometry from OMol25. Energies are from wB97M-V/def2-TZVPD.

Element x y z (Å)
W  9.94041  8.42195  10.74242
O  10.89345  9.08731  12.63956
P  12.10651  9.27777  13.39664
C  13.26306  10.10529  12.21289
P  13.20146  9.31098  10.58671
O  11.75528  9.20941  10.23361
C  14.25036  10.34978  9.38791
C  14.05006  11.74720  9.29164
C  14.83189  12.34933  8.30933
C  15.59858  11.65675  7.38409
C  15.75020  10.28208  7.53027
C  15.15771  9.62393  8.53738
C  14.00676  7.71096  10.54112
C  13.48182  6.72171  9.69294
C  14.18628  5.54408  9.50281
C  15.38717  5.30838  10.21904
C  15.85468  6.23055  11.15410
C  15.22474  7.48540  11.12384
C  12.52941  7.50639  13.78579
C  11.48372  6.59831  13.99486
C  11.77724  5.21258  13.94270
C  13.10280  4.74312  13.94669
C  14.10473  5.65740  13.67806
C  13.84019  7.08502  13.63525
C  11.86752  10.20406  14.93956
C  12.59890  9.80204  16.09452
C  12.11034  10.19495  17.35935
C  11.06280  11.04451  17.53726
C  10.33260  11.39086  16.41699
C  10.74694  11.06594  15.14857
H  14.27379  10.24776  12.61114
H  12.75954  11.08899  12.02557
H  13.35847  12.35634  9.91555
H  14.74502  13.40099  8.13623
H  16.10803  12.14158  6.54895
H  16.39283  9.71748  6.85282
H  15.40581  8.59916  8.80785
H  12.67320  6.91567  9.03721
H  13.77800  4.86221  8.78014
H  15.89599  4.30452  10.12791
H  16.72195  6.10885  11.78205
H  15.61451  8.38874  11.65009
H  10.44097  6.90751  14.17426
H  10.94109  4.53799  14.00378
H  13.21853  3.66277  13.88413
H  15.07578  5.22290  13.58360
H  14.62732  7.77895  13.44521
H  13.32701  9.00104  16.04464
H  12.68544  9.78305  18.17111
H  10.64998  11.27869  18.50285
H  9.36104  11.90538  16.50456
H  10.02895  11.22423  14.38025
O  5.48584  13.90992  4.27237
C  6.08984  12.68513  4.41010
C  6.72325  12.57110  5.73429
C  5.68219  12.54095  6.94980
C  6.32630  12.96524  8.22743
C  6.76998  14.29191  8.12373
C  7.06257  15.03966  9.32382
C  7.16338  14.26540  10.52069
C  6.67696  13.02003  10.44402
N  6.13106  12.27278  9.36784
H  6.03739  14.16831  3.43321
H  6.74142  12.24582  3.62529
H  5.24078  11.97942  4.47663
H  7.62849  13.10012  5.94899
H  7.34769  11.67087  5.85342
H  5.42815  11.49168  7.30383
H  4.88041  13.29087  6.74146
H  6.85849  14.94060  7.14616
H  7.32626  16.07239  9.51900
H  7.51900  14.92207  11.43597
H  6.62761  12.41000  11.38138
H  9.55008  6.60569  11.04901
N  6.77456  8.37563  13.30023
C  6.71200  9.67619  12.89927
C  7.38850  9.73113  11.74287
N  8.09032  8.53805  11.59960
C  7.57280  7.72051  12.52581
H  6.10286  7.86920  13.79044
H  5.85458  10.28321  13.31151
H  7.53702  10.52258  11.15672
H  7.84499  6.68138  12.75298
C  10.06657  8.77476  7.64425
N  9.63132  8.17025  8.90872
C  8.22198  7.85800  8.84342
N  7.69892  7.41510  7.42415
C  8.22064  8.24306  6.32000
N  9.65130  8.15216  6.38325
C  10.28126  6.87714  6.01610
N  9.42006  5.65001  6.85742
C  10.07840  4.91081  7.59687
C  8.00371  5.98771  7.10768
H  11.20639  8.81689  7.72191
H  9.81626  9.82300  7.38870
H  7.43038  8.66942  9.05352
H  8.05393  7.06563  9.62799
H  8.14001  9.26751  6.32068
H  7.78770  7.76621  5.42962
H  11.25455  6.63754  6.47162
H  10.16888  6.57688  4.96749
H  11.09015  4.94952  8.00180
H  9.36133  3.98752  7.92343
H  7.45067  5.36938  7.82400
H  7.43721  5.61972  6.23212
C  17.27661  15.90165  11.18466
C  16.34835  14.83985  10.98153
N  16.96856  13.41401  11.01346
O  15.09703  14.95453  10.84765
H  16.57439  16.75232  11.22805
H  18.12094  15.91690  10.56360
H  17.81579  15.81387  12.09352
H  18.05145  13.33554  10.67950
H  16.42167  12.96490  10.39739

Calculated values
- charge = +3
- lowest unoccupied orbital energy (alpha / beta) (eV) = -8.447 / -8.284
- HOMO energy (alpha / beta) (eV) = -14.57 / -14.57
- total energy (Eh) = -3197.2819
- energy above the lowest of the compared OMol25 structures with the same formula, charge and spin (kJ/mol) = 0.00
- 2S+1 = 3
- <S²> = 2.02

These are the Mulliken partial charges, in e, on atoms 1 to 6:
1. W 1.00
2. O -0.82
3. P 0.47
4. C -0.90
5. P -0.06
6. O -0.31



2.
Here is a molecular structure, C44H56BBrN12S3V at a distorted geometry from OMol25. Energies are from wB97M-V/def2-TZVPD.

Element x y z (Å)
V  1.55650  -1.49445  1.24841
C  -2.07914  -1.71448  -2.61011
C  -2.00555  -0.75833  -1.45827
C  -3.05993  -0.02137  -1.01920
C  -2.94311  0.85071  0.09649
N  -1.79928  0.99027  0.71369
N  -0.76278  0.26775  0.26669
B  0.64260  0.58373  0.84023
N  1.45865  1.37268  -0.20705
N  0.80229  2.10670  -1.10902
C  1.50722  2.94403  -1.82241
C  2.90212  3.08340  -1.59803
C  3.55699  2.32207  -0.68128
C  5.02490  2.43170  -0.39673
C  2.76221  1.38951  0.02488
S  3.34526  0.25671  1.18655
C  0.79684  3.77215  -2.88225
C  1.45912  3.49446  -4.24132
C  0.94985  5.25725  -2.51990
C  -0.68788  3.41999  -2.96310
N  0.51964  1.50708  2.07240
N  0.58878  2.81717  1.85959
C  0.31766  3.61325  2.86284
C  -0.06132  3.07977  4.11726
C  -0.12806  1.73201  4.32228
C  -0.52800  1.11014  5.62586
C  0.21159  0.92269  3.21672
S  0.27264  -0.80060  3.21471
C  0.43105  5.10588  2.56088
C  1.87373  5.40222  2.11743
C  -0.53746  5.44620  1.41836
C  0.09189  5.95274  3.78582
C  -0.79687  -0.60125  -0.73672
S  0.65969  -1.46362  -1.04924
C  -4.13819  1.65322  0.59304
C  -3.76577  2.52054  1.79473
C  -5.24997  0.67121  0.99424
C  -4.62514  2.55611  -0.55348
H  -3.06081  -1.68667  -3.08141
H  -1.87929  -2.73651  -2.27166
H  -1.31914  -1.47352  -3.35878
H  -4.01491  -0.10732  -1.52636
H  3.45975  3.81803  -2.16949
H  5.50461  3.13579  -1.07450
H  5.50970  1.45800  -0.49160
H  5.18835  2.76696  0.63141
H  2.51086  3.79501  -4.25498
H  0.94539  4.06144  -5.02106
H  1.40085  2.43246  -4.49917
H  1.99900  5.56668  -2.49259
H  0.50156  5.47386  -1.54571
H  0.44543  5.87065  -3.26975
H  -0.83407  2.36539  -3.21532
H  -1.15415  4.02903  -3.74078
H  -1.19897  3.61411  -2.01582
H  -0.31150  3.75123  4.93019
H  -0.73352  1.87061  6.37644
H  0.26160  0.45362  5.99485
H  -1.41972  0.49174  5.49773
H  2.13147  4.82168  1.22757
H  2.58925  5.16191  2.90993
H  1.97409  6.46450  1.88085
H  -0.33799  4.82324  0.54281
H  -0.41890  6.49568  1.13632
H  -1.57798  5.29335  1.72404
H  0.77002  5.75607  4.62127
H  -0.93751  5.79502  4.12159
H  0.19204  7.00789  3.52749
H  -3.42492  1.91222  2.63697
H  -4.64661  3.08276  2.10988
H  -2.97094  3.22876  1.54555
H  -4.92050  0.01422  1.80457
H  -5.57257  0.04812  0.15479
H  -6.12156  1.22809  1.34397
H  -3.83576  3.24222  -0.87518
H  -5.47475  3.15177  -0.21325
H  -4.95513  1.97925  -1.42236
C  5.12040  -4.02045  -2.25776
C  4.68896  -3.71705  -0.84446
C  5.36763  -4.20637  0.26919
C  4.94754  -3.88400  1.55188
C  3.83712  -3.08284  1.66960
Br  3.15601  -2.57030  3.35514
N  3.15791  -2.60085  0.63221
C  3.59262  -2.91074  -0.60507
H  5.90629  -4.77223  -2.27533
H  5.50347  -3.12383  -2.74821
H  4.28377  -4.38763  -2.85438
H  6.24069  -4.83869  0.13473
H  5.46097  -4.24315  2.43527
H  3.03879  -2.47952  -1.42779
C  1.48150  -5.43638  0.66951
C  0.28042  -4.60686  0.98203
N  0.22055  -3.32887  1.34094
C  -1.13726  -3.04349  1.52951
C  -1.87412  -4.13585  1.26041
N  -0.97212  -5.10811  0.88659
C  -1.37845  -6.43202  0.41475
N  -2.31884  -6.27826  -0.64808
N  -3.62497  -6.65265  -0.45839
N  -4.28206  -6.38870  -1.52191
C  -3.41352  -5.80247  -2.44028
C  -3.65337  -5.32609  -3.73049
C  -2.58799  -4.77788  -4.40976
C  -1.30627  -4.69768  -3.82544
C  -1.05635  -5.16749  -2.55220
C  -2.14869  -5.72909  -1.88152
H  2.39187  -4.89004  0.86614
H  1.48767  -5.74560  -0.37737
H  1.50054  -6.33656  1.28460
H  -1.48562  -2.07411  1.84092
H  -2.94030  -4.31112  1.27490
H  -1.87340  -6.98055  1.20797
H  -0.50176  -6.97882  0.08780
H  -4.64110  -5.39592  -4.17165
H  -2.72994  -4.40466  -5.41697
H  -0.49543  -4.26420  -4.39912
H  -0.06869  -5.10545  -2.11134

Calculated values
- charge = +2
- lowest unoccupied orbital energy (alpha / beta) (eV) = -5.876 / -5.467
- HOMO energy (alpha / beta) (eV) = -13.11 / -12.82
- total energy (Eh) = -7104.4611
- energy above the lowest of the compared OMol25 structures with the same formula, charge and spin (kJ/mol) = 40.95
- 2S+1 = 2
- <S²> = 0.89

These are the Mulliken partial charges, in e, on atoms 1 to 6:
1. V -0.89
2. C -1.44
3. C -0.50
4. C -0.83
5. C -0.26
6. N -0.71



- Number 2 is which compound?
  C44H56BBrN12S3V



- Look up the energy above the lowest of the compared OMol25 structures with the same formula, charge and spin of the first one.
  0.00 kJ/mol



- Look up the energy above the lowest of the compared OMol25 structures with the same formula, charge and spin of the second one.
  40.95 kJ/mol